# 1
Below is C21H22N4O4S as an isolated structure in a non-equilibrium geometry, with properties calculated with ωB97M-V/def2-TZVPD.

Properties
Spin multiplicity ... 1
Relative energy (zero: lowest compared OMol25 entry of this formula, charge and spin) ... 22.0255 eV
Maximum force ... 0.38220 hartree/bohr
HOMO-LUMO gap ... 8.64 eV

Positions of all 52 atoms, in Å:
C1 5.156 1.946 0.211
C2 4.064 1.160 -0.334
C3 3.260 0.631 0.580
C4 2.036 -0.208 0.184
C5 1.679 -0.435 -1.293
C6 2.410 0.267 -2.025
C7 3.495 0.938 -1.509
H1 4.183 1.570 -2.538
H2 2.163 0.314 -3.220
H3 0.804 -0.836 -1.452
N1 1.065 -0.551 1.198
C8 0.583 -1.943 1.077
O1 -0.186 -2.583 1.808
C9 1.453 -2.933 0.331
H4 1.823 -3.799 0.841
C10 0.437 -3.753 -0.589
C11 -0.551 -4.613 0.076
O2 -0.499 -5.612 0.565
N2 -1.701 -3.704 0.093
C12 -2.241 -2.521 -0.098
N3 -1.634 -1.724 -1.051
C13 -2.445 -0.503 -1.018
C14 -3.550 -0.458 -0.524
S1 -3.869 -1.974 0.486
H5 -4.292 0.365 -0.853
H6 -1.840 0.194 -1.817
H7 -2.442 -4.503 0.748
H8 1.130 -4.304 -1.288
H9 0.002 -3.039 -1.299
H10 2.293 -2.581 -0.157
C15 0.659 0.252 2.177
H11 -0.271 -0.347 2.544
H12 1.434 0.301 3.031
C16 0.281 1.394 1.657
O3 0.702 2.479 2.165
N4 -0.465 1.687 0.640
H13 -0.835 0.607 0.097
C17 -0.958 2.707 0.204
C18 -2.465 2.808 -0.100
C19 -3.419 3.118 -1.059
C20 -4.529 2.876 -0.444
C21 -4.584 2.773 0.961
O4 -3.241 2.543 1.055
H14 -5.197 2.441 1.550
H15 -5.638 3.155 -1.199
H16 -2.885 3.104 -2.189
H17 -0.464 3.410 0.565
H18 -0.426 2.590 -1.043
H19 3.375 0.710 1.551
H20 4.669 2.792 0.872
H21 5.643 2.457 -0.762
H22 5.831 1.337 0.593

Here are the Mulliken charges for atoms 1 to 4, given in e: -1.384, 0.969, -1.002, -0.023



# 2
Below is one molecule with the formula C21H22N4O4S2 in a non-equilibrium geometry, with properties calculated with ωB97M-V/def2-TZVPD.

Properties
SMILES ... Cc1cccc(NC(=O)CSc2nnc(-c3ccc(S(=O)(=O)N4CCCC4)cc3)o2)c1
Spin multiplicity ... 1
Relative energy (zero: lowest compared OMol25 entry of this formula, charge and spin) ... 1.3265 eV
Maximum force ... 0.03348 hartree/bohr
HOMO-LUMO gap ... 8.32 eV

Positions of all 53 atoms, in Å:
C1 -0.776 -1.517 2.854
C2 0.026 -1.868 1.640
C3 -0.553 -2.588 0.601
C4 0.190 -2.927 -0.514
C5 1.518 -2.553 -0.625
C6 2.104 -1.828 0.405
N1 3.447 -1.403 0.355
C7 4.198 -1.187 -0.759
O1 3.849 -1.421 -1.891
C8 5.575 -0.615 -0.440
S1 5.672 1.221 -0.616
C9 4.117 1.688 -0.005
N2 3.855 2.497 0.975
N3 2.523 2.532 1.103
C10 2.019 1.745 0.195
C11 0.640 1.349 0.034
C12 0.270 0.530 -1.033
C13 -1.018 0.032 -1.089
C14 -1.913 0.352 -0.087
S2 -3.530 -0.416 -0.067
O2 -3.549 -1.473 -1.037
O3 -3.825 -0.742 1.303
N4 -4.486 0.851 -0.600
C15 -5.243 1.566 0.422
C16 -6.700 1.611 -0.065
C17 -6.758 0.510 -1.124
C18 -5.359 0.589 -1.732
C19 -1.571 1.205 0.946
C20 -0.289 1.714 1.009
O4 2.991 1.189 -0.562
C21 1.358 -1.498 1.533
H1 -1.811 -1.323 2.582
H2 -0.365 -0.644 3.356
H3 -0.766 -2.351 3.557
H4 -1.593 -2.867 0.664
H5 -0.270 -3.489 -1.312
H6 2.092 -2.809 -1.499
H7 3.816 -1.090 1.243
H8 5.905 -0.859 0.570
H9 6.293 -0.985 -1.170
H10 0.997 0.263 -1.785
H11 -1.334 -0.631 -1.877
H12 -4.823 2.568 0.548
H13 -5.147 1.021 1.364
H14 -7.404 1.449 0.748
H15 -6.911 2.578 -0.523
H16 -6.895 -0.464 -0.653
H17 -7.545 0.668 -1.858
H18 -5.282 1.427 -2.433
H19 -5.037 -0.328 -2.221
H20 -2.301 1.427 1.707
H21 0.026 2.362 1.812
H22 1.822 -0.935 2.333

Here are the Mulliken charges for atoms 1 to 4, given in e: -1.605, 0.325, -0.371, -1.058



# 3
Below is one molecule with the formula C21H22N4O6S in a non-equilibrium geometry, with properties calculated with ωB97M-V/def2-TZVPD.

Properties
SMILES ... COc1cc(CC(=O)Nc2ccc(S(=O)(=O)Nc3ncccn3)cc2)cc(OC)c1OC
Spin multiplicity ... 1
Relative energy (zero: lowest compared OMol25 entry of this formula, charge and spin) ... 4.3094 eV
Maximum force ... 0.02656 hartree/bohr
HOMO-LUMO gap ... 8.99 eV

Positions of all 54 atoms, in Å:
C1 -1.838 0.080 -5.471
O1 -0.779 -0.818 -5.252
C2 0.179 -0.499 -4.334
C3 0.180 0.677 -3.598
C4 1.189 0.923 -2.674
C5 1.215 2.197 -1.876
C6 1.287 1.941 -0.375
O2 2.036 2.538 0.360
N1 0.388 0.992 0.027
C7 0.170 0.480 1.303
C8 -0.893 -0.411 1.474
C9 -1.163 -0.942 2.719
C10 -0.362 -0.594 3.789
S1 -0.693 -1.285 5.391
O3 -1.952 -1.962 5.403
O4 0.453 -1.981 5.892
N2 -0.780 0.106 6.373
C11 -1.743 1.036 6.159
N3 -2.314 1.026 4.957
C12 -3.243 1.937 4.735
C13 -3.612 2.875 5.688
C14 -2.937 2.804 6.899
N4 -2.010 1.896 7.143
C15 0.702 0.272 3.636
C16 0.968 0.820 2.396
C17 2.174 -0.024 -2.480
C18 2.195 -1.219 -3.206
O5 3.226 -2.032 -2.873
C19 3.426 -3.280 -3.502
C20 1.195 -1.459 -4.156
O6 1.168 -2.641 -4.873
C21 1.318 -2.519 -6.274
H1 -1.480 1.043 -5.847
H2 -2.467 -0.389 -6.226
H3 -2.427 0.238 -4.562
H4 -0.594 1.413 -3.743
H5 0.324 2.796 -2.079
H6 2.089 2.795 -2.144
H7 -0.176 0.578 -0.703
H8 -1.505 -0.681 0.625
H9 -1.987 -1.617 2.885
H10 -0.376 0.067 7.295
H11 -3.697 1.907 3.752
H12 -4.371 3.614 5.501
H13 -3.139 3.492 7.710
H14 1.316 0.511 4.490
H15 1.786 1.508 2.262
H16 2.964 0.139 -1.765
H17 4.269 -3.727 -2.975
H18 2.550 -3.924 -3.412
H19 3.684 -3.163 -4.558
H20 0.470 -2.005 -6.730
H21 2.242 -1.986 -6.526
H22 1.372 -3.539 -6.652

Here are the Mulliken charges for atoms 1 to 4, given in e: -0.944, -0.439, 0.810, -0.234



# 4
Below is C21H23AuCl3N4O2SSbSe4 as an isolated structure, with properties calculated with ωB97M-V/def2-TZVPD.

Properties
Spin multiplicity ... 1
Relative energy (zero: lowest compared OMol25 entry of this formula, charge and spin) ... 0.0000 eV
Maximum force ... 0.01047 hartree/bohr
HOMO-LUMO gap ... 7.02 eV

Positions of all 60 atoms, in Å:
Au1 2.245 0.178 2.872
Se1 -0.678 1.633 7.069
Sb1 -0.838 -0.213 5.581
Se2 1.586 -1.394 5.529
Se3 1.339 -1.993 3.259
Se4 -0.082 -2.475 6.778
Cl1 -5.679 -1.383 -5.598
C1 -4.229 -1.152 -4.679
C2 -2.995 -1.352 -5.278
C3 -1.847 -1.183 -4.524
C4 -1.903 -0.813 -3.186
C5 -0.629 -0.654 -2.385
C6 -0.110 0.776 -2.470
N1 0.985 0.964 -1.539
C7 2.328 1.005 -1.822
C8 2.962 1.041 -0.614
N2 2.034 1.005 0.397
C9 0.866 0.955 -0.192
O1 0.395 -1.511 -2.854
C10 0.585 -2.678 -2.044
C11 -0.680 -3.464 -1.878
C12 -1.431 -3.490 -0.740
Cl2 -1.056 -2.750 0.764
S1 -2.898 -4.363 -0.931
C13 -2.508 -4.725 -2.562
C14 -1.316 -4.193 -2.927
C15 -3.157 -0.596 -2.626
Cl3 -3.300 -0.094 -0.966
C16 -4.323 -0.770 -3.353
H1 -2.942 -1.646 -6.317
H2 -0.877 -1.368 -4.967
H3 -0.843 -0.866 -1.335
H4 -0.914 1.478 -2.241
H5 0.244 0.979 -3.480
H6 2.695 1.000 -2.834
H7 4.019 1.081 -0.409
H8 -0.091 0.907 0.307
H9 0.979 -2.387 -1.065
H10 1.344 -3.263 -2.561
H11 -3.184 -5.315 -3.160
H12 -0.891 -4.297 -3.916
H13 -5.286 -0.611 -2.890
N3 4.220 3.971 3.153
C17 5.153 3.229 3.841
C18 4.682 1.956 3.829
N4 3.489 1.919 3.143
C19 3.234 3.146 2.756
H14 4.247 4.962 2.993
H15 6.036 3.664 4.272
H16 5.110 1.069 4.261
H17 2.360 3.462 2.216
C20 -1.555 1.665 2.502
C21 -0.621 2.850 2.661
O2 0.391 2.648 3.637
H18 -2.220 1.816 1.647
H19 -2.179 1.543 3.389
H20 -0.986 0.743 2.355
H21 -1.196 3.756 2.883
H22 -0.085 3.025 1.724
H23 0.002 2.571 4.524

Here are the Mulliken charges for atoms 1 to 4, given in e: 0.516, -0.597, 0.670, -0.067



# 5
Below is C21H23BFNO2OsSi as an isolated structure in a non-equilibrium geometry, with properties calculated with ωB97M-V/def2-TZVPD.

Properties
Total charge ... +2
Spin multiplicity ... 1
Relative energy (zero: lowest compared OMol25 entry of this formula, charge and spin) ... 0.4842 eV
Maximum force ... 0.05342 hartree/bohr
HOMO-LUMO gap (spin up / spin down) ... 4.54 / 4.54 eV

Positions of all 51 atoms, in Å:
Os1 0.328 -0.550 0.092
C1 -1.400 -0.430 1.532
C2 -0.574 -1.479 1.964
C3 0.756 -1.203 2.311
C4 1.268 0.104 2.213
C5 0.442 1.146 1.798
C6 -0.896 0.884 1.473
H1 -2.426 -0.650 1.275
H2 -0.961 -2.486 2.037
H3 1.399 -2.016 2.620
H4 2.304 0.296 2.457
H5 0.827 2.155 1.729
H6 -1.547 1.682 1.142
C7 4.472 0.486 -0.887
Si1 3.199 -0.814 -1.231
C8 3.357 -1.837 -2.761
C9 3.108 -1.985 0.217
N1 1.508 0.116 -1.288
C10 1.299 1.034 -2.274
C11 2.278 1.309 -3.273
C12 2.047 2.208 -4.278
C13 0.829 2.895 -4.337
C14 -0.158 2.678 -3.384
C15 0.083 1.775 -2.384
F1 -0.862 1.581 -1.470
H7 5.392 -0.020 -0.578
H8 4.163 1.136 -0.065
H9 4.720 1.122 -1.735
H10 4.206 -2.508 -2.607
H11 3.534 -1.289 -3.685
H12 2.463 -2.450 -2.901
H13 3.906 -2.717 0.049
H14 2.190 -2.572 0.295
H15 3.314 -1.503 1.171
H16 3.222 0.791 -3.245
H17 2.804 2.389 -5.027
H18 0.652 3.608 -5.131
H19 -1.102 3.204 -3.407
O1 -0.324 -2.086 -2.524
B1 -0.750 -1.834 -1.242
O2 -1.929 -2.455 -0.919
C16 -2.271 -3.158 -2.075
C17 -3.367 -3.960 -2.295
C18 -3.447 -4.544 -3.560
C19 -2.476 -4.324 -4.532
C20 -1.370 -3.507 -4.292
C21 -1.307 -2.938 -3.042
H20 -4.117 -4.126 -1.535
H21 -4.286 -5.186 -3.791
H22 -2.581 -4.800 -5.497
H23 -0.612 -3.331 -5.042

Here are the Mulliken charges for atoms 1 to 4, given in e: -0.200, -0.549, -0.543, -0.476